Molecular formula: C2H6O3PS
Method: DFT, ωB97M-V/def2-TZVPD

ORCA input file:
```
! wB97M-V def2-TZVPD RIJCOSX def2/J DEFGRID3
* xyz -1 1
C 0.6927 1.6415 -0.7246
C -0.5592 -1.3332 1.9959
O -0.7719 0.1171 -2.6673
O 0.5107 -1.9376 -1.7547
O 1.1855 0.4012 -1.0992
P 0.0725 -0.5477 -1.6850
S -1.5537 0.0344 1.2586
H -0.0341 1.5505 0.0543
H 0.2226 2.1655 -1.6941
H 1.5107 2.1927 -0.1540
H -0.3597 -1.0249 3.0149
H 0.4322 -1.1945 1.4620
H -1.3484 -2.0651 1.9933
*
```

Output
Relative energy (zero: lowest compared OMol25 entry of this formula, charge and spin)   1.9812 eV

***

Molecular formula: C8H17NO4Si
Method: DFT, ωB97M-V/def2-TZVPD

ORCA input file:
```
! wB97M-V def2-TZVPD RIJCOSX def2/J DEFGRID3
* xyz 0 3
C 2.5819 0.5909 -1.3894
C 1.8891 -0.5813 1.0365
C 1.6948 1.7733 2.1060
C 1.3613 -2.6854 0.4302
C -2.5699 -1.1541 0.6240
C -1.3728 -0.5367 -1.8691
C -2.9961 1.7372 -0.7572
C 1.5714 0.8428 0.8450
N 1.9450 1.3633 -0.3931
O 2.8390 -0.5726 -1.1985
O 2.9375 -0.9392 1.5066
O 0.9278 -1.3345 0.5067
O -0.5155 1.1516 0.3156
Si -1.7221 0.2862 -0.2211
H 2.6527 1.0370 -2.3730
H 2.5776 2.3097 2.1615
H 0.8394 2.4367 2.1894
H 1.6447 1.1296 2.9149
H 1.6054 -2.9808 1.4486
H 2.1697 -2.6718 -0.1914
H 0.4489 -3.2861 0.2265
H -3.1017 -1.8670 -0.0950
H -1.7531 -1.5337 1.2073
H -3.3818 -0.7886 1.3595
H -0.4357 -1.0262 -2.0942
H -2.3135 -1.1028 -2.1736
H -1.2952 0.2506 -2.6922
H -3.1474 1.6126 -1.8888
H -4.0135 1.5619 -0.2267
H -2.6490 2.7246 -0.5784
H 1.5810 2.2527 -0.7364
*
```

Output
Expectation value of S²   2.01
E_tot   -960.09470 Eh

***

Molecular formula: C7H13N2O
Method: DFT, ωB97M-V/def2-TZVPD

ORCA input file:
```
! wB97M-V def2-TZVPD RIJCOSX def2/J DEFGRID3
* xyz 1 1
C -2.3243 -1.3700 -0.7807
O -1.1561 -0.7977 -0.0167
C -1.3003 0.3582 0.4974
N -2.4549 0.9370 0.5072
C -0.0443 1.0264 0.9957
C 0.5223 1.5769 -0.2745
C 1.6840 1.2684 -0.8297
C 2.8346 0.4897 -0.3227
C 2.9375 -0.7447 0.2889
N 1.9405 -1.6236 0.5927
H -3.3005 -1.5209 -0.1282
H -2.0813 -2.3943 -1.1575
H -2.4279 -0.5762 -1.5222
H -2.3142 1.8051 0.9127
H -3.3267 0.5175 0.2540
H -0.3250 2.0031 1.4570
H 0.5358 0.4183 1.6567
H -0.1519 2.2193 -0.8194
H 2.1657 2.0009 -1.6043
H 3.7927 0.9727 -0.2779
H 4.0016 -1.0089 0.5849
H 1.0965 -1.3348 0.1578
H 2.2468 -2.5623 0.6564
*
```

Output
SMILES string   COC(=[NH2+])C/C=C\C=C/N
Relative energy (zero: lowest compared OMol25 entry of this formula, charge and spin)   3.3804 eV

***

Molecular formula: C5H6O2
Method: DFT, ωB97M-V/def2-TZVPD

ORCA input file:
```
! wB97M-V def2-TZVPD RIJCOSX def2/J DEFGRID3
* xyz 0 1
C 0.9050 -1.6078 -0.7909
C 0.1780 -0.6064 -0.3034
C -0.0820 0.6652 -1.0111
O -0.1095 1.7213 -0.0816
C -0.3602 1.1589 1.1993
C -0.5435 -0.3594 0.9951
O -1.0559 -1.1173 1.7783
H 0.7035 -2.6602 -0.6553
H 1.7379 -1.3276 -1.4274
H 0.4293 0.9829 -1.9238
H -1.0774 0.1881 -1.2909
H 0.5071 1.3241 1.8602
H -1.2323 1.6383 1.6514
*
```

Output
SMILES string   C=C1COCC1=O
Relative energy (zero: lowest compared OMol25 entry of this formula, charge and spin)   2.4999 eV

***

Molecular formula: C4H3O4Tb
Method: DFT, ωB97M-V/def2-TZVPD

ORCA input file:
```
! wB97M-V def2-TZVPD RIJCOSX def2/J DEFGRID3
* xyz 3 8
C -2.8919 0.3859 1.2500
C -2.7374 -0.6698 -1.6767
O -2.6705 -0.7365 1.5637
O -3.2950 0.9376 0.1305
C -2.6520 0.6420 -1.0820
H -2.9623 -0.7296 -2.7285
H -3.0162 -1.5211 -1.0567
H -2.7563 1.4998 -1.7412
O 0.8314 1.0344 -0.9998
Tb 3.0746 1.6950 -0.7394
C -0.1079 0.3904 -1.3284
O -0.4221 -0.6460 -1.9057
*
```

Output
Expectation value of S²   16.29
E_tot   -1278.09818 Eh

***

Molecular formula: C17H21N3O2S
Method: DFT, ωB97M-V/def2-TZVPD

ORCA input file:
```
! wB97M-V def2-TZVPD RIJCOSX def2/J DEFGRID3
* xyz 0 1
C -1.8591 2.1856 0.9516
C -0.6515 2.5426 0.0876
N 0.5524 2.6569 0.8993
C 1.2523 3.9179 0.7442
C 0.4910 5.0512 1.4246
C 1.4207 1.4976 0.7961
C 0.7478 0.2731 1.3963
O 0.6839 0.0436 2.5852
N 0.2018 -0.5942 0.4989
N 0.1761 -0.4142 -0.8321
C -0.5277 -1.3307 -1.3928
C -0.7435 -1.3886 -2.7986
C -1.4596 -2.3208 -3.5098
C -1.4697 -2.0631 -4.8911
C -0.7675 -0.9442 -5.2194
S -0.0752 -0.1766 -3.8497
C -1.1087 -2.3217 -0.4049
C -0.5029 -1.8308 0.9181
C 0.4692 -2.7885 1.5203
C 0.6859 -3.1601 2.8135
C 1.7671 -4.0736 2.7837
C 2.1269 -4.1853 1.4778
O 1.3488 -3.4121 0.7025
H -2.0498 2.9774 1.6706
H -1.6731 1.2701 1.5059
H -2.7419 2.0503 0.3301
H -0.8455 3.4938 -0.4156
H -0.5184 1.7840 -0.6957
H 2.2283 3.8233 1.2257
H 1.4256 4.1668 -0.3185
H 0.3114 4.7929 2.4643
H 1.0747 5.9677 1.3823
H -0.4667 5.2311 0.9438
H 2.3108 1.6854 1.4016
H 1.7198 1.2809 -0.2428
H -1.9569 -3.1578 -3.0538
H -1.9759 -2.6816 -5.6103
H -0.6145 -0.5227 -6.1930
H -2.1986 -2.2795 -0.4092
H -0.7947 -3.3381 -0.6417
H -1.2455 -1.5649 1.6754
H 0.1528 -2.8124 3.6730
H 2.2114 -4.5726 3.6199
H 2.8881 -4.7583 0.9866
*
```

Output
SMILES string   CCN(CC)CC(=O)N1N=C(c2cccs2)C[C@H]1c1ccco1
Relative energy (zero: lowest compared OMol25 entry of this formula, charge and spin)   3.2287 eV